(1)
Entry from OMol25: a cluster of 7 separate species, C21H29F6O18 in total in a non-equilibrium geometry (ωB97M-V with the def2-TZVPD basis set).

Computed properties:
Orbital gap ... 9.8 eV
HOMO level ... -7.7 eV
LUMO ... 0.0791 Eh
Charge ... -1
2S+1 ... 1
E ... -2770.9173 Ha

Last column: Löwdin charge in e.
Cartesian coordinates (Å):
F -103.343 14.227 13.317  -0.516
C -105.727 13.314 11.605  -0.055
C -106.378 13.880 12.836  -0.317
O -106.961 12.777 13.505  0.173
C -106.695 11.674 12.915  -0.569
O -107.082 10.571 13.204  0.140
O -105.833 11.888 11.824  0.005
F -107.344 14.778 12.538  0.072
H -104.713 13.874 11.577  0.141
H -106.370 13.484 10.716  0.145
H -105.695 14.464 13.378  0.119
C -102.339 16.923 12.413  0.004
C -102.100 16.030 11.064  -0.210
O -100.944 16.696 10.542  0.078
C -100.791 17.971 11.211  -0.495
O -99.916 18.830 10.802  0.047
O -101.603 18.112 12.130  0.142
F -103.206 16.167 10.194  0.025
H -101.816 16.392 13.301  0.155
H -103.281 16.849 12.597  0.045
H -101.884 15.123 11.433  0.086
C -100.105 13.194 13.692  -0.135
C -100.610 13.646 14.997  -0.278
O -100.086 14.986 14.994  0.155
C -99.086 15.059 14.221  -0.628
O -98.430 16.100 14.147  0.121
O -99.183 14.096 13.347  0.094
F -99.924 12.952 15.934  0.074
H -100.857 13.456 12.849  0.162
H -99.625 12.133 13.893  0.192
H -101.684 13.533 14.996  0.142
C -103.740 16.397 15.900  -0.072
C -104.718 16.583 17.072  -0.345
O -105.793 17.128 16.377  0.137
C -105.491 17.449 15.092  -0.546
O -106.261 17.753 14.197  0.140
O -104.232 17.201 14.884  0.083
F -104.123 17.485 17.771  0.101
H -103.689 15.401 15.551  0.081
H -102.677 16.708 15.971  0.159
H -104.915 15.749 17.872  0.192
C -103.885 9.708 11.622  -0.027
C -103.245 10.753 12.614  -0.350
O -101.915 10.216 12.889  0.078
C -101.715 8.972 12.304  -0.551
O -100.779 8.306 12.585  0.167
O -102.794 8.755 11.539  0.006
F -103.888 10.658 13.725  0.107
H -104.032 10.178 10.497  0.182
H -104.732 8.990 12.120  0.191
H -103.205 11.812 12.282  0.148
C -105.070 13.049 16.167  -0.074
O -104.574 13.130 17.548  -0.202
C -105.469 12.936 18.611  -0.196
C -104.729 13.445 19.833  -0.276
O -105.131 14.637 20.078  -0.091
C -104.681 15.350 21.113  -0.177
C -105.868 16.100 21.780  -0.250
O -105.400 16.943 22.718  -0.166
C -106.444 17.527 23.534  -0.056
H -105.781 13.999 15.952  0.128
H -105.475 12.154 15.721  0.060
H -104.213 13.144 15.388  0.081
H -105.642 11.903 18.826  0.113
H -106.390 13.375 18.391  0.112
H -103.574 13.288 19.545  0.175
H -104.703 12.842 20.761  0.133
H -104.011 16.224 20.858  0.166
H -104.316 14.907 21.776  0.013
H -106.718 15.299 22.128  0.165
H -106.514 16.762 21.106  0.142
H -106.831 16.621 24.019  0.102
H -107.177 18.084 23.099  0.054
H -106.164 18.257 24.188  0.056

Cartesian forces (eV/Å) of the 3 atoms listed first:
0.1096 -0.0764 -0.0484
-0.0584 0.6844 -0.6263
-0.4647 0.4883 -0.7727

---

(2)
Entry from OMol25: a structure of composition C8H20F24KO4P4 in a non-equilibrium geometry (ωB97M-V with the def2-TZVPD basis set).

Computed properties:
Orbital gap ... 8.6 eV
HOMO level ... -5.3 eV
LUMO ... 0.1208 Eh
Charge ... -3
2S+1 ... 1
E ... -4980.7675 Ha

Last column: Löwdin charge in e.
Cartesian coordinates (Å):
K -1.057 -0.768 -0.927  0.970
P -2.380 4.591 2.618  0.209
F -3.805 4.575 1.832  -0.177
F -3.156 4.865 4.114  -0.234
F -2.350 2.979 2.777  -0.175
F -0.950 4.653 3.470  -0.223
F -1.678 4.542 1.167  -0.197
F -2.269 6.171 2.318  -0.198
P -1.767 -6.999 -3.145  0.172
F -1.091 -5.572 -3.622  -0.213
F -2.557 -7.055 -4.545  -0.179
F -0.703 -7.989 -3.913  -0.198
F -2.592 -8.322 -2.485  -0.229
F -0.869 -6.886 -1.770  -0.202
F -2.900 -6.128 -2.528  -0.146
P -7.270 -1.972 2.573  0.156
F -5.653 -2.115 2.468  -0.198
F -6.992 -1.191 3.963  -0.191
F -7.138 -0.653 1.653  -0.170
F -8.869 -1.673 2.762  -0.196
F -7.493 -2.926 1.259  -0.190
F -7.398 -3.337 3.473  -0.208
P -4.312 1.860 -5.651  0.248
F -5.090 3.252 -5.966  -0.211
F -2.947 2.628 -5.262  -0.178
F -4.871 1.852 -4.129  -0.164
F -3.514 0.395 -5.549  -0.210
F -5.717 1.108 -6.193  -0.229
F -3.957 2.080 -7.281  -0.250
C 1.592 -1.169 6.257  -0.088
O 2.894 -0.700 6.648  -0.206
C 4.033 -1.139 5.865  -0.181
C 3.951 -0.560 4.430  -0.161
O 2.958 -1.265 3.676  -0.211
C 3.241 -2.567 3.343  -0.141
H 0.903 -0.629 6.907  0.085
H 1.276 -2.196 6.442  0.087
H 1.458 -0.725 5.271  0.086
H 4.160 -2.208 6.038  0.113
H 4.906 -0.761 6.398  0.112
H 4.893 -0.574 3.881  0.115
H 3.694 0.492 4.546  0.132
H 2.629 -2.895 2.503  0.089
H 2.865 -3.239 4.115  0.082
H 4.292 -2.771 3.140  0.091
C 2.970 0.456 -5.272  -0.092
O 2.960 1.173 -4.057  -0.224
C 4.191 1.775 -3.712  -0.176
C 3.712 2.974 -2.791  -0.181
O 4.823 3.565 -2.152  -0.210
C 4.647 4.851 -1.538  -0.103
H 1.949 0.083 -5.354  0.100
H 3.765 -0.284 -5.184  0.086
H 3.217 1.170 -6.057  0.084
H 4.565 2.242 -4.623  0.109
H 4.975 1.125 -3.324  0.123
H 3.195 2.563 -1.924  0.116
H 2.976 3.682 -3.172  0.130
H 4.671 5.744 -2.162  0.083
H 5.264 5.000 -0.652  0.078
H 3.719 4.820 -0.968  0.083

Cartesian forces (eV/Å) of the 3 atoms listed first:
-0.4306 0.0724 -0.0577
-0.3062 1.2159 0.6537
0.0290 -0.5053 1.0152

---

(3)
Entry from OMol25: a cluster of 2 separate species, C5H11NO2 in total in a non-equilibrium geometry (ωB97M-V with the def2-TZVPD basis set).

Computed properties:
Orbital gap ... 4.6 eV
HOMO level ... -8.5 eV
LUMO ... -0.1464 Eh
2S+1 ... 1
E ... -402.0484 Ha

Last column: Löwdin charge in e.
Cartesian coordinates (Å):
C -0.153 -0.373 0.839  -0.022
C 0.227 -0.970 -0.637  -0.493
C 1.722 -1.525 -0.375  0.029
O -0.519 -1.927 -1.008  0.022
C -0.500 1.090 0.672  -0.136
N -1.562 1.583 0.275  0.073
C -2.459 1.018 -0.708  -0.069
O 2.089 1.196 1.363  -0.312
H -0.923 -0.959 1.330  0.132
H 0.758 -0.317 1.423  0.069
H 0.254 -0.135 -1.355  0.135
H 1.557 -2.392 0.260  0.092
H 2.145 -1.899 -1.299  0.083
H 2.248 -0.687 0.044  0.052
H 2.704 1.920 1.181  -0.045
H 0.406 1.725 0.982  0.133
H -2.269 1.562 -1.636  0.100
H -3.492 1.103 -0.392  0.087
H -2.234 -0.013 -0.961  0.071

Cartesian forces (eV/Å) of the 3 atoms listed first:
0.5958 0.5021 1.2808
0.7788 -0.3270 -2.2032
-0.8339 -0.1133 0.3723

---

(4)
Entry from OMol25: a cluster of 2 separate species, C3H8N2OS in total in a non-equilibrium geometry (ωB97M-V with the def2-TZVPD basis set).

Computed properties:
SMILES string ... C=N[S@@H](C)#N.C=O
Orbital gap ... 8.6 eV
HOMO level ... -8.9 eV
LUMO ... -0.0094 Eh
2S+1 ... 1
E ... -701.8016 Ha

Last column: Löwdin charge in e.
Cartesian coordinates (Å):
C 1.412 1.081 -1.707  -0.033
N 0.533 1.781 -1.022  -0.187
S -0.092 1.200 0.514  0.610
C -1.768 0.418 0.062  -0.180
N 0.781 0.575 1.507  -0.405
H 1.800 1.571 -2.562  0.058
H 1.673 0.087 -1.675  0.045
H -0.617 2.395 0.986  0.027
H -2.326 1.466 0.031  0.090
H -1.614 -0.080 -0.902  0.039
H -1.956 -0.232 0.835  0.001
C 0.532 -2.543 0.977  -0.174
O 0.509 -3.708 1.283  -0.033
H -0.083 -2.197 0.099  0.067
H 1.217 -1.814 1.574  0.075

Cartesian forces (eV/Å) of the 3 atoms listed first:
-3.5523 3.4002 1.4198
1.5554 -1.2200 -1.0923
0.6155 -1.2888 1.6578

---

(5)
Entry from OMol25: the ion C5H15N3 with charge +2 in a non-equilibrium geometry (ωB97M-V with the def2-TZVPD basis set).

Computed properties:
SMILES string ... C/C=[NH+]/C[N@@H+](C)NC
Orbital gap ... 9.9 eV
HOMO level ... -18.9 eV
LUMO ... -0.3312 Eh
Charge ... +2
2S+1 ... 1
E ... -363.0394 Ha

Last column: Löwdin charge in e.
Cartesian coordinates (Å):
C -3.060 -0.526 0.436  0.023
C -1.819 -0.385 -0.260  0.005
N -1.160 0.695 -0.616  0.121
C 0.171 0.748 -1.127  -0.031
N 1.284 0.566 -0.058  -0.164
C 1.187 1.625 0.937  0.079
N 1.124 -0.647 0.522  -0.054
C 1.742 -1.701 -0.272  -0.019
H -3.662 0.361 0.359  0.115
H -2.827 -0.896 1.413  0.133
H -3.739 -1.241 0.015  0.125
H -1.374 -1.393 -0.528  0.183
H -1.472 1.557 -0.218  0.170
H 0.283 0.044 -1.936  0.153
H 0.427 1.659 -1.590  0.151
H 2.168 0.622 -0.527  0.189
H 1.851 1.294 1.642  0.093
H 1.570 2.548 0.635  0.113
H 0.043 1.611 1.217  0.162
H 1.473 -0.639 1.421  0.116
H 1.897 -1.310 -1.301  0.103
H 2.770 -2.005 0.136  0.140
H 1.125 -2.588 -0.301  0.093

Cartesian forces (eV/Å) of the 3 atoms listed first:
-0.9788 1.5728 -0.7044
1.9514 -2.2026 -1.5593
-0.3090 -0.7362 1.5064

---

(6)
Entry from OMol25: a structure of composition C45H48N3O2SrTe (ωB97M-V with the def2-TZVPD basis set).

Computed properties:
Orbital gap (alpha / beta) ... 7.3 / 6.7 eV
HOMO level (alpha / beta) ... -7.0 / -7.2 eV
LUMO (alpha / beta) ... 0.0086 / -0.0196 Eh
2S+1 ... 2
E ... -2357.0735 Ha

Last column: Löwdin charge in e.
Cartesian coordinates (Å):
Sr 2.079 1.427 -0.033  1.447
O 4.500 1.886 -0.392  -0.235
C 5.576 1.166 -0.978  -0.231
C 6.358 0.375 0.061  -0.160
C 5.461 -0.498 0.958  -0.133
C 4.588 -1.455 0.188  -0.288
C 5.056 -2.705 -0.194  -0.016
C 4.230 -3.553 -0.916  -0.045
C 2.953 -3.129 -1.239  -0.032
C 2.563 -1.866 -0.826  -0.111
N 3.352 -1.043 -0.131  0.043
H 4.782 2.573 0.238  0.070
H 6.227 1.844 -1.535  0.125
H 5.114 0.492 -1.699  0.122
H 6.926 1.062 0.695  0.116
H 7.093 -0.242 -0.463  0.119
H 4.812 0.147 1.552  0.110
H 6.086 -1.052 1.660  0.118
H 6.058 -3.005 0.086  0.117
H 4.580 -4.533 -1.215  0.111
H 2.256 -3.747 -1.786  0.100
H 1.570 -1.491 -1.058  0.077
N 3.690 4.048 1.539  0.083
C 3.001 4.681 0.465  -0.294
C 3.758 5.273 -0.547  -0.054
C 3.148 5.866 -1.636  -0.089
C 1.762 5.863 -1.734  -0.081
C 1.013 5.285 -0.726  -0.033
C 1.602 4.695 0.396  -0.177
C 0.739 4.150 1.487  -0.275
C -0.210 5.019 2.038  -0.057
C -1.071 4.576 3.029  -0.105
C -0.977 3.259 3.460  -0.120
C -0.029 2.413 2.896  -0.181
C 0.870 2.806 1.892  -0.201
H 4.377 4.671 1.947  0.096
H 3.039 3.726 2.250  0.066
H 4.841 5.264 -0.470  0.109
H 3.752 6.318 -2.413  0.100
H 1.271 6.296 -2.595  0.103
H -0.068 5.269 -0.797  0.122
H -0.267 6.047 1.693  0.108
H -1.801 5.248 3.463  0.094
H -1.646 2.895 4.233  0.091
H -0.004 1.385 3.255  0.063
C -6.633 -3.346 3.403  -0.054
C -5.445 -2.746 2.705  -0.270
C -4.434 -2.117 3.417  -0.021
C -3.334 -1.546 2.783  -0.321
C -2.297 -0.860 3.634  -0.096
C -3.234 -1.619 1.385  -0.368
Te -1.482 -0.719 0.462  1.605
N -0.030 0.421 -1.018  -0.217
C -0.152 1.519 -1.702  -0.693
O 0.908 2.148 -2.055  -0.196
C -1.469 2.104 -2.127  -0.169
C -2.504 2.341 -1.231  -0.056
C -3.693 2.906 -1.671  -0.079
C -3.859 3.223 -3.012  -0.094
C -2.821 3.000 -3.907  -0.084
C -1.626 2.457 -3.464  -0.029
C -0.926 -2.504 -0.563  -0.381
C -0.989 -2.622 -1.957  -0.308
C -1.423 -1.521 -2.886  -0.072
C -0.649 -3.844 -2.543  -0.025
C -0.265 -4.945 -1.797  -0.289
C 0.072 -6.257 -2.452  -0.049
C -0.211 -4.806 -0.415  -0.027
C -0.531 -3.609 0.214  -0.297
C -0.442 -3.560 1.715  -0.075
C -4.265 -2.214 0.648  -0.289
C -4.252 -2.259 -0.855  -0.058
C -5.345 -2.778 1.320  -0.020
H -6.461 -3.432 4.475  0.072
H -6.859 -4.340 3.014  0.078
H -7.523 -2.730 3.257  0.082
H -4.501 -2.065 4.499  0.112
H -2.561 -0.938 4.689  0.077
H -2.210 0.201 3.390  0.057
H -1.304 -1.294 3.498  0.052
H -2.370 2.111 -0.181  0.082
H -4.488 3.101 -0.963  0.103
H -4.790 3.654 -3.356  0.099
H -2.943 3.257 -4.952  0.100
H -0.798 2.307 -4.145  0.117
H -2.140 -0.844 -2.425  0.038
H -1.870 -1.949 -3.784  0.084
H -0.570 -0.910 -3.183  0.079
H -0.709 -3.931 -3.623  0.117
H 0.067 -6.169 -3.538  0.074
H -0.648 -7.028 -2.173  0.083
H 1.058 -6.611 -2.144  0.077
H 0.087 -5.653 0.195  0.119
H 0.028 -4.466 2.097  0.078
H -1.431 -3.474 2.170  0.073
H 0.141 -2.700 2.050  0.056
H -3.943 -1.299 -1.271  0.056
H -5.246 -2.491 -1.239  0.079
H -3.559 -3.015 -1.229  0.080
H -6.136 -3.244 0.742  0.117

Cartesian forces (eV/Å) of the 3 atoms listed first:
-0.0610 0.2133 0.2153
0.1046 0.2763 0.0771
0.0592 -0.1096 0.0995

---

Which formula does entry 2 have?
C8H20F24KO4P4

---

What is the E in the third record?
-402.0484 Ha